[1]
43
Properties=species:S:1:pos:R:3 method="wB97M-V/def2-TZVPD" lumo_ev=0.68 smiles=COC[C@H](C)N.COC[C@H](C)N.CCO charge=0 spin_multiplicity=1 orbital_gap_ev=10.09 e_homo_ev=-9.4 de_lowest_ev=1.937
O 2.3250 1.6885 1.5909
O -0.4521 0.0211 -2.6259
O -0.0963 0.9384 2.1848
N -0.9770 -2.6592 3.0520
N -3.7657 -0.9409 -4.0126
C 4.4603 2.2910 0.6657
C 0.1524 0.8040 -1.6053
C -1.8515 0.0028 -2.7118
C 3.2807 1.2492 0.6220
C -1.5657 -0.9165 -5.1530
C -0.6693 1.7468 3.2252
C -2.3401 -1.0360 -3.8049
C -0.7349 -0.3050 2.0750
C 1.2158 -2.0099 2.6715
C -0.1966 -1.5106 3.0379
H -2.0565 -1.5869 -5.8585
H -1.9400 -2.4230 3.2441
H 1.7804 -1.1750 2.2566
H 4.1077 3.3173 0.7681
H 1.1997 -2.7439 1.8659
H -0.2235 -1.1486 4.0657
H -0.6162 -0.7321 1.0793
H -1.6559 0.0192 -5.7047
H -0.7106 -3.0355 3.9506
H -1.9891 -1.9530 -3.3317
H -2.4926 0.0006 -1.8303
H -2.0457 0.9553 -3.2049
H -0.5020 2.7981 2.9909
H -4.2198 -0.9953 -3.1120
H 2.8146 1.2868 -0.3626
H 5.0532 2.2838 -0.2489
H -0.5111 -1.0519 -4.9129
H -3.9993 0.0352 -4.1249
H 3.6118 0.2239 0.7872
H -0.3757 0.4604 -0.7158
H -0.1861 1.6009 4.1913
H -1.8146 -0.2835 2.2229
H 5.1020 2.1983 1.5419
H 1.6645 -2.4578 3.5582
H 0.0134 1.8637 -1.8193
H 1.6910 0.9860 1.7528
H -1.7211 1.4970 3.3650
H 1.2369 0.6965 -1.6256

=====

[2]
11
Properties=species:S:1:pos:R:3 method="wB97M-V/def2-TZVPD" lumo_ev=0.34 smiles="O=[SH](=O)C(F)(F)C(F)(F)F" charge=0 spin_multiplicity=1 orbital_gap_ev=12.09 e_homo_ev=-11.8 de_lowest_ev=0.646
S 0.2911 -0.2872 1.3689
F 1.4499 -0.5478 -0.9643
F -1.3808 1.3384 -1.3048
F -0.6406 -0.5627 -2.3109
F 0.9784 1.4944 -0.2966
F -1.5912 -0.6442 -0.4271
O -0.6786 0.4338 2.0897
O 0.2480 -1.6946 1.6329
C -0.7995 0.1255 -1.1620
C 0.5248 0.2690 -0.4401
H 1.5985 0.0754 1.8143

=====

[3]
50
Properties=species:S:1:pos:R:3 method="wB97M-V/def2-TZVPD" lumo_ev="-4.28 / -5.30" charge=+1 spin_multiplicity=5 orbital_gap_ev="5.20 / 5.47" e_homo_ev="-9.5 / -10.8" de_lowest_ev=3.099
Co 0.6376 0.0597 -0.1016
S 0.8154 -0.7222 2.8780
O 1.3770 -0.2772 1.4897
O 3.0041 -0.7021 -0.7219
O -1.7840 0.4042 1.5206
O -1.4628 -1.8962 0.7448
O -0.6863 -0.9085 -3.5224
O 0.4822 0.4631 -1.8512
O 2.5029 2.0368 -0.0869
N -0.4344 -1.6471 -0.0100
N 1.8504 -1.1824 -0.6600
N 1.1739 1.8375 0.1385
N -0.9164 1.0391 0.7593
C 2.2886 -3.2356 -2.0138
C 1.4662 -2.4165 -1.0899
C 2.2877 -1.6126 3.3886
C -2.5229 -0.2203 -2.4061
C -0.8682 2.3854 0.9272
C 0.1630 -2.7290 -0.5712
C -1.8655 3.1364 1.7295
C 0.3963 2.8872 0.4662
C 1.0363 0.7978 3.8013
C -0.5046 -4.0582 -0.4436
C 0.8354 4.3109 0.3494
H -2.9519 -0.1039 -1.4125
H -2.6323 2.4460 2.0963
H -0.0076 -0.1443 -2.7363
H -0.6391 -4.3266 0.6190
H -1.3762 3.6127 2.5913
H 2.8985 1.1268 -0.1771
H 1.4613 4.4610 -0.5492
H 0.5883 1.4080 -1.6967
H -1.9124 0.7092 -2.6310
H 2.0870 -2.9782 -3.0596
H 2.1922 -1.7745 4.4578
H 0.1304 1.3951 3.6816
H -0.6097 -1.0490 -4.4733
H 1.9155 1.3244 3.4299
H -1.7038 -0.6538 1.2469
H 3.3408 -3.0798 -1.8273
H 3.1524 -1.0070 3.1200
H 1.4195 4.6312 1.2168
H 0.0794 -4.8432 -0.9234
H 2.2865 -2.5543 2.8450
H -0.0286 4.9684 0.2521
H -1.5067 -4.0687 -0.8975
H -2.3896 3.9520 1.2151
H 2.0582 -4.3018 -1.9034
H -2.0999 -1.0756 -2.9053
H 1.1535 0.4862 4.8405

=====

[4]
10
Properties=species:S:1:pos:R:3 method="wB97M-V/def2-TZVPD" lumo_ev=-0.24 charge=0 spin_multiplicity=1 orbital_gap_ev=8.71 e_homo_ev=-9.0 de_lowest_ev=2.940
S 2.4899 -0.1381 -0.3373
P -0.3776 -1.1915 0.0732
O 3.5252 0.7549 0.1677
C 1.0504 -0.1565 0.4280
C -1.6206 0.1182 -0.1908
H -0.0394 -1.4754 -1.4058
H -1.8797 0.6181 0.8924
H -2.6087 -0.2321 -0.3936
H -1.2610 0.9954 -0.7502
H 0.7216 0.7070 1.5164

=====

[5]
11
Properties=species:S:1:pos:R:3 method="wB97M-V/def2-TZVPD" lumo_ev=0.39 smiles="N=C=O.C#C.C#N" charge=0 spin_multiplicity=1 orbital_gap_ev=10.91 e_homo_ev=-10.5 de_lowest_ev=2.940
O 0.8307 2.2704 -0.3997
N 2.2773 0.4118 -0.0275
N -0.5069 -2.9294 0.3259
C -2.0945 1.0620 -0.0911
C 0.3276 -2.1374 0.2339
C -2.3604 -0.1061 0.0193
C 1.5881 1.4026 -0.2159
H 3.2792 0.4565 0.0821
H -2.5757 -1.1492 0.1188
H 1.0914 -1.3802 0.1448
H -1.8568 2.0989 -0.1907

=====

[6]
55
Properties=species:S:1:pos:R:3 method="wB97M-V/def2-TZVPD" lumo_ev=-5.63 charge=+1 spin_multiplicity=1 orbital_gap_ev=4.13 e_homo_ev=-9.8 de_lowest_ev=0.911
Si 3.1717 -0.6842 -3.1017
O 0.4021 -0.9023 -3.6501
O 1.8500 -0.6248 -1.9622
C -4.5548 0.2424 5.2290
C 2.9756 0.7755 -4.2453
C -1.8396 -0.7968 -1.8847
C 0.5826 -0.7221 -2.3441
C -1.2911 0.7704 2.3881
C -0.1937 1.2790 1.7017
C -4.9949 1.4221 2.7282
C 1.4283 -0.4165 2.5164
C -1.9445 -1.3630 -3.3070
C 1.1523 0.8706 1.9786
C -0.4533 -0.6354 -1.4501
C 4.7036 -0.5198 -2.0349
C 2.7289 -0.7687 2.8753
C 3.7839 0.1386 2.7046
C -3.4932 0.3646 4.3328
C -2.5901 1.2215 2.1712
C 3.5307 1.4018 2.1449
C 2.2418 1.7548 1.7590
C 3.0978 -2.3438 -3.9440
C -6.0463 1.2921 3.6298
C -0.9510 -0.6910 -4.1993
C -5.8333 0.7127 4.8933
C -3.6797 0.9926 3.0651
H 2.9950 1.7266 -3.6965
H 4.7278 0.4187 -1.4625
H -0.9329 -1.1271 -5.1976
H -5.1571 1.8643 1.7429
H -1.7775 -2.4458 -3.2817
H 3.7975 0.7939 -4.9755
H -2.3547 0.1760 -1.8792
H 3.1854 -3.1654 -3.2207
H -1.1165 -0.0046 3.1462
H -2.3724 -1.4682 -1.2009
H -2.5033 -0.0022 4.6036
H -1.1397 0.3874 -4.2472
H 2.1622 -2.4940 -4.4990
H 2.9169 -1.7562 3.2957
H 2.0333 0.7400 -4.8085
H 0.6046 -1.1205 2.6458
H -7.0420 1.6427 3.3584
H -2.7890 1.8131 1.2714
H 4.3490 2.1106 2.0161
H 4.8058 -1.3426 -1.3128
H -0.3423 2.1149 1.0101
H 4.7956 -0.1385 3.0057
H -2.9511 -1.1868 -3.6957
H 3.9276 -2.4384 -4.6592
H -6.6536 0.6275 5.6080
H 2.0293 2.7349 1.3260
H -0.1968 -0.4738 -0.4078
H -4.3814 -0.2206 6.2004
H 5.5963 -0.5363 -2.6801

=====

[7]
47
Properties=species:S:1:pos:R:3 method="wB97M-V/def2-TZVPD" lumo_ev="-7.37 / -9.18" charge=+2 spin_multiplicity=5 orbital_gap_ev="5.21 / 6.87" e_homo_ev="-12.6 / -16.1"
Rh -0.5957 0.1805 -0.0918
S -3.4592 1.6238 0.2641
O -4.2696 0.4113 0.2053
N -0.3454 0.4498 1.8925
N 0.0776 -0.0185 -1.9414
N 0.3237 -1.9390 0.8574
N -2.1003 1.4901 -0.4763
N 0.9270 1.3669 -0.0313
N -1.9971 -1.3945 -0.7149
C -1.8847 -1.4225 -2.2137
C 1.1982 2.0078 1.1449
C -0.3742 -3.0377 0.1725
C 2.0876 3.0781 1.1070
C 1.5436 0.8842 -3.7024
C 0.5253 1.3917 2.2493
C -0.7521 -0.6694 2.7316
C 0.1218 -1.8644 2.3260
C -0.4799 -1.1152 -2.7364
C 1.0105 0.8384 -2.3131
C -1.8335 -2.6960 -0.0243
C 1.4674 1.7005 -1.2459
C 2.3499 2.7561 -1.2909
C 0.8299 1.6984 3.6766
C 2.6493 3.4525 -0.1082
H 1.4210 2.6070 3.7672
H 0.1750 -1.9831 -2.6606
H 2.8179 3.0467 -2.2244
H 2.4114 1.5335 -3.7788
H -0.3244 -2.7863 2.7020
H 3.3390 4.2853 -0.1417
H -2.3357 -2.6175 0.9399
H -2.3275 -3.4900 -0.5854
H 0.1083 -3.1920 -0.7918
H 1.4057 0.8840 4.1284
H 1.3124 -2.0101 0.6662
H 1.0964 -1.7548 2.7976
H -1.8058 -0.8760 2.5519
H 2.3435 3.6136 2.0117
H 1.8320 -0.1153 -4.0346
H -2.5698 -0.6655 -2.5903
H -0.0863 1.8203 4.2569
H 0.7761 1.2525 -4.3901
H -2.2107 -2.3881 -2.5960
H -0.6330 -0.4620 3.7939
H -2.9246 -1.0514 -0.4971
H -0.5450 -0.8501 -3.7902
H -0.2960 -3.9734 0.7286

=====

[8]
59
Properties=species:S:1:pos:R:3 method="wB97M-V/def2-TZVPD" lumo_ev="2.91 / 2.91" charge=-1 spin_multiplicity=1 orbital_gap_ev="6.19 / 6.19" e_homo_ev="-3.3 / -3.3" de_lowest_ev=0.232
Pd 0.0170 0.2492 -0.1865
Si -1.0555 2.0605 -1.1204
Si -1.2018 1.0336 1.6212
O -1.2757 -1.6382 -0.7547
N 2.1653 0.7224 0.2951
N 0.0283 -2.5873 0.9209
N 0.7362 -1.4310 0.8750
C -4.0592 -4.7267 -0.4508
C -2.8077 4.2895 -0.2901
C 2.4912 -2.4957 2.2423
C -0.0188 1.4257 3.0279
C -3.8276 -5.7731 0.4305
C -3.5665 4.9569 0.6582
C 1.9066 -1.3796 1.4353
C -2.2126 2.6040 1.3376
C -2.1249 3.1079 0.0363
C 4.3599 1.4269 1.8705
C 3.8618 2.3074 0.9059
C -1.9968 -3.6772 0.2240
C -1.7686 -4.7266 1.1088
C 2.7723 1.9179 0.1669
C -2.3793 -0.2696 2.2685
C 2.6162 -0.1151 1.2554
C -2.9881 3.2842 2.2882
C -2.6775 -5.7708 1.2111
C 0.1017 3.2951 -1.9662
C -3.1445 -3.6848 -0.5555
C -1.0249 -2.5222 0.0893
C -3.6591 4.4502 1.9556
C 3.7274 0.2208 2.0468
C -2.2105 1.4386 -2.4631
H -1.6751 0.9008 -3.2507
H -0.4621 3.8916 -2.6935
H 0.5388 3.9832 -1.2362
H -2.8837 0.0824 3.1772
H -4.2528 4.9703 2.6996
H -2.7481 4.6955 -1.2973
H -2.9415 0.7494 -2.0348
H 3.4332 -2.8606 1.8229
H 2.6966 -2.1668 3.2653
H -3.1387 -0.5100 1.5205
H -2.4873 -6.5808 1.9050
H 0.6871 2.2101 2.7395
H -1.8434 -1.1929 2.5083
H 2.3437 2.5674 -0.5856
H -4.9542 -4.7182 -1.0616
H -4.0890 5.8706 0.3953
H 0.5591 0.5352 3.2974
H -2.7393 2.2856 -2.9174
H 4.0717 -0.4726 2.8020
H 5.2193 1.6914 2.4743
H 4.3188 3.2715 0.7257
H -3.3023 -2.8590 -1.2373
H -0.5602 1.7611 3.9209
H -3.0657 2.9001 3.3023
H 0.9208 2.8049 -2.5017
H -0.8717 -4.7066 1.7125
H 1.7851 -3.3198 2.2796
H -4.5391 -6.5865 0.5127

=====

[9]
66
Properties=species:S:1:pos:R:3 method="wB97M-V/def2-TZVPD" lumo_ev=-0.94 charge=0 spin_multiplicity=1 orbital_gap_ev=8.65 e_homo_ev=-9.6 de_lowest_ev=2.598
O 2.8170 -3.5492 2.4409
O 2.9617 0.4069 -1.4639
O 0.7592 0.3925 0.1752
O 4.5234 -3.8146 0.2619
O -3.5438 1.8314 3.8239
O -2.6308 -0.0059 -1.0219
O -1.3095 1.0282 1.6293
O -1.2152 2.3240 -2.7259
O -4.7092 2.3340 1.2852
O -3.1615 4.0498 -0.5877
O 2.8277 -4.4300 -1.8377
O -0.3925 -4.2893 0.3486
O 2.2862 4.7982 0.9499
O 3.3450 0.4728 -4.1212
O -1.2258 1.5548 5.2503
O 0.8132 -1.1702 3.3682
O -3.3985 -2.3438 -2.5854
O 0.8129 2.9940 -0.7977
O 5.3792 -1.6112 -1.4210
O -0.6085 -2.9204 -3.6965
O -1.8569 3.6663 1.7452
O 0.4784 -2.1083 -0.9312
H 2.4824 -4.2518 2.9982
H 0.0270 0.6519 0.7345
H -0.6749 -2.3508 -4.4629
H -3.4563 2.7823 3.7577
H 2.1633 0.0460 -1.0783
H -1.2181 -3.6362 -3.8760
H -1.4669 1.9698 1.5592
H -1.0425 -4.7487 -0.1832
H 0.4872 -0.4432 -0.2039
H -5.4732 2.9098 1.3179
H 0.6854 2.0608 -0.6271
H 3.4988 -4.3238 -1.1635
H 2.9708 0.1142 -3.3165
H -2.2677 0.0107 -0.1364
H 1.8932 4.1033 0.4217
H 3.9338 -3.8532 1.0151
H 3.1138 1.2205 -0.9831
H 1.5630 5.1364 1.4779
H 5.3975 -2.4861 -1.0331
H 5.2779 -4.3438 0.5205
H -0.0636 -1.2672 3.7398
H -1.1968 0.6832 5.6450
H -2.0442 1.5664 4.7541
H -1.2127 4.3171 2.0241
H 4.5446 -1.2395 -1.1356
H -2.0780 2.7375 -2.7568
H 0.7964 -0.3179 2.9329
H -4.0437 2.8444 0.8239
H 0.2545 3.1784 -1.5530
H 0.0315 -2.4915 -1.6860
H -1.9308 0.3414 -1.5748
H -1.4182 0.8354 2.5605
H -2.9019 -1.8071 -1.9677
H -3.6724 3.4035 -1.0750
H 2.6359 0.4162 -4.7617
H -2.8147 4.6373 -1.2592
H -2.1957 4.0041 0.9161
H -3.6168 -1.7465 -3.3008
H 0.3175 -2.7261 -0.2180
H 2.1887 -3.7423 -1.6507
H -3.8236 1.5549 2.9512
H 0.0657 -4.9844 0.8210
H -0.8506 2.4641 -3.5998
H 2.1831 -2.8393 2.5429

=====

[10]
17
Properties=species:S:1:pos:R:3 method="wB97M-V/def2-TZVPD" lumo_ev="-1.00 / -0.95" charge=0 spin_multiplicity=1 orbital_gap_ev="6.95 / 6.86" e_homo_ev="-8.0 / -7.8" de_lowest_ev=2.995
Si -2.3187 1.1570 1.2681
Si 1.5664 0.9974 -1.1609
Si -0.9428 -0.5804 1.4051
C 3.2986 0.3799 -1.2306
C -1.3492 -1.9597 0.2230
H -1.4019 -1.3554 2.6847
H -2.2548 2.0194 0.0522
H 4.1534 0.7124 -0.5550
H 1.3486 2.4770 -1.2138
H -1.8682 2.0061 2.3502
H 3.8141 0.5182 -2.1661
H -3.6058 0.7865 1.9332
H 0.9276 0.4445 -2.5031
H -2.3860 -2.2805 0.4298
H -0.9899 -2.8891 0.4836
H -1.2469 -1.6784 -0.7788
H 3.2555 -0.7549 -1.2216

=====

[11]
85
Properties=species:S:1:pos:R:3 method="wB97M-V/def2-TZVPD" lumo_ev=0.91 charge=-1 spin_multiplicity=1 orbital_gap_ev=4.95 e_homo_ev=-4.0 de_lowest_ev=1.160
Ba -1.1224 1.3450 -1.1584
Se 0.0034 -2.7622 -0.8331
Se -5.4961 0.0677 -2.3769
O 0.4781 1.1377 -2.9853
O 0.1238 3.4100 -0.4480
N -3.8514 0.2323 -1.7060
N -5.7558 -1.5502 -1.6604
N -2.5139 -0.9436 -0.1973
N -2.5257 3.1066 0.5667
N 2.8624 1.2690 0.3193
N -0.1397 1.0773 3.2217
C 0.8439 -4.3947 -0.3045
C -3.2834 -3.1442 0.4577
C 2.5834 1.7287 -2.0303
C 0.8713 2.0112 2.7195
C 2.4966 0.4767 1.4783
C 0.3034 -5.6366 -0.6823
C 3.2091 3.0292 -4.4178
C 3.7778 2.4308 -2.1755
C 2.6467 -3.0803 0.8906
C 0.9497 -6.8108 -0.3129
C 2.0294 -4.3769 0.4516
C -0.9552 -5.7338 -1.5004
C 2.0172 2.3487 -4.3006
C 2.6454 -5.5748 0.7982
C -2.5920 4.2745 0.0607
C 2.2733 1.0343 -0.7792
C 2.1256 -6.8058 0.4252
C -4.6867 -1.8364 -0.9647
C -2.2404 5.8275 -1.8136
C -3.6359 -0.8316 -0.9567
C -0.1483 5.9770 -2.9607
C -1.7499 4.7759 -1.0195
C 1.6469 1.6971 -3.1002
C -4.4441 -3.0462 -0.2254
C -1.4752 6.4181 -2.7889
C 2.2600 1.3744 2.6933
C -2.2065 2.5476 2.8957
C -0.1898 1.0420 4.6669
C -2.3456 -2.0476 0.4892
C -3.2366 2.8292 1.7963
C 2.8103 -8.0935 0.8000
C 4.1073 3.0870 -3.3446
C -0.3871 4.3427 -1.1625
C -1.4492 1.2382 2.6229
C 0.3844 4.9910 -2.1732
H -3.8647 1.9416 1.6543
H 3.0223 2.1566 2.6825
H -2.7070 2.5055 3.8673
H 0.7884 0.7786 5.0697
H 0.8912 2.9279 3.3309
H 3.3357 -0.1919 1.6980
H 3.5591 -3.2583 1.4625
H 1.6160 -0.1604 1.2953
H 2.8808 -2.4458 0.0336
H -1.8784 7.2095 -3.4066
H 3.4490 3.5277 -5.3509
H 5.0430 3.6233 -3.4333
H 1.5137 0.2358 -0.8432
H 1.9462 -2.5095 1.5033
H -1.4497 -6.6920 -1.3308
H 3.5635 -5.5408 1.3776
H 1.3093 2.3162 -5.1205
H -0.4835 2.0072 5.1139
H -0.7303 -5.6493 -2.5671
H -1.6379 -4.9175 -1.2682
H 3.1477 -8.6363 -0.0862
H -1.5035 3.3840 2.9227
H -2.0760 0.3908 2.9222
H 1.4048 4.6503 -2.3046
H -0.9019 0.2810 4.9940
H -3.0323 -4.0346 1.0179
H 4.4517 2.4462 -1.3259
H 0.6022 2.3342 1.7089
H 2.4041 0.7932 3.6084
H -1.3124 1.1491 1.5472
H -3.3265 4.9982 0.4510
H 3.6826 -7.9035 1.4262
H -3.2591 6.1673 -1.6476
H 0.5153 -7.7608 -0.6131
H 0.4685 6.4274 -3.7305
H -3.8914 3.6647 2.0821
H -1.5155 -2.0816 1.1771
H 2.1387 -8.7557 1.3512
H -5.1821 -3.8363 -0.2443